{
  "formula": "C47H120N8O15",
  "method": "ωB97M-V with the def2-TZVPD basis set",
  "smiles": "COC[C@H](C)N.COC[C@H](C)N.COCCNCCOC.COCCNCCOC.COCCNCCOC.COCCNCCOC.COCCNCCOC.COCCNCCOC.CC(C)O",
  "homo_energy_ev": -8.43,
  "e_tot_ev": -93301.6682,
  "multiplicity": 1,
  "e_lumo_ev": 0.256,
  "gap_ha": 0.3193,
  "e_above_lowest_kcal_mol": 81.96,
  "species": ["C", "C", "C", "O", "H", "H", "H", "H", "H", "H", "H", "H", "C", "O", "C", "C", "N", "C", "C", "O", "C", "H", "H", "H", "H", "H", "H", "H", "H", "H", "H", "H", "H", "H", "H", "H", "C", "O", "C", "C", "N", "C", "C", "O", "C", "H", "H", "H", "H", "H", "H", "H", "H", "H", "H", "H", "H", "H", "H", "H", "C", "O", "C", "C", "N", "C", "C", "O", "C", "H", "H", "H", "H", "H", "H", "H", "H", "H", "H", "H", "H", "H", "H", "H", "C", "O", "C", "C", "N", "C", "C", "O", "C", "H", "H", "H", "H", "H", "H", "H", "H", "H", "H", "H", "H", "H", "H", "H", "C", "O", "C", "C", "N", "C", "C", "O", "C", "H", "H", "H", "H", "H", "H", "H", "H", "H", "H", "H", "H", "H", "H", "H", "C", "O", "C", "C", "N", "C", "C", "O", "C", "H", "H", "H", "H", "H", "H", "H", "H", "H", "H", "H", "H", "H", "H", "H", "C", "C", "C", "O", "C", "N", "H", "H", "H", "H", "H", "H", "H", "H", "H", "H", "H", "C", "C", "C", "O", "C", "N", "H", "H", "H", "H", "H", "H", "H", "H", "H", "H", "H"],
  "positions_angstrom": [[-0.371, -0.208, -0.335], [-0.922, 0.831, -1.322], [-1.591, 2.144, -0.694], [0.197, 1.306, -2.068], [0.402, 0.221, 0.302], [0.054, -1.053, -0.877], [-1.082, -0.429, 0.460], [-1.678, 0.390, -1.971], [-0.791, 2.667, -0.170], [-2.346, 2.005, 0.081], [-2.041, 2.732, -1.493], [-0.021, 2.223, -2.252], [7.050, 2.255, -4.786], [6.463, 1.276, -3.887], [7.077, 1.191, -2.677], [6.310, 0.183, -1.731], [6.227, -1.085, -2.384], [5.178, -2.007, -1.851], [5.113, -2.329, -0.359], [4.133, -3.379, -0.142], [4.345, -4.122, 1.014], [6.626, 2.014, -5.761], [8.139, 2.302, -4.749], [6.749, 3.231, -4.404], [6.929, 2.163, -2.207], [8.151, 1.017, -2.739], [5.276, 0.425, -1.482], [6.718, 0.136, -0.721], [5.987, -0.868, -3.340], [5.196, -2.991, -2.321], [4.214, -1.651, -2.215], [4.890, -1.459, 0.259], [6.058, -2.774, -0.048], [3.507, -4.819, 1.024], [4.202, -3.446, 1.857], [5.311, -4.625, 0.979], [-1.345, -7.541, -0.459], [-1.638, -8.736, -1.252], [-1.496, -8.628, -2.746], [-0.006, -8.733, -3.095], [0.633, -9.989, -2.960], [0.079, -11.119, -3.708], [0.375, -10.955, -5.189], [0.215, -12.196, -5.866], [0.807, -12.188, -7.167], [-1.695, -7.707, 0.560], [-2.000, -6.719, -0.748], [-0.328, -7.149, -0.499], [-1.949, -7.685, -3.052], [-2.163, -9.376, -3.175], [0.518, -7.974, -2.514], [0.154, -8.493, -4.146], [0.830, -10.204, -1.993], [-1.004, -11.045, -3.612], [0.381, -12.046, -3.220], [1.418, -10.643, -5.135], [-0.266, -10.215, -5.667], [1.830, -11.830, -7.052], [0.272, -11.584, -7.899], [0.848, -13.248, -7.417], [-0.830, -5.331, 7.907], [-1.122, -4.410, 6.891], [-0.384, -3.248, 7.008], [-0.870, -2.232, 5.971], [-2.148, -1.524, 6.356], [-3.306, -2.382, 6.112], [-4.496, -1.759, 6.920], [-4.149, -1.818, 8.333], [-5.155, -1.293, 9.177], [0.238, -5.538, 7.841], [-1.395, -6.227, 7.650], [-1.029, -4.969, 8.915], [0.678, -3.468, 6.899], [-0.490, -2.787, 7.990], [-0.865, -2.564, 4.933], [-0.006, -1.581, 6.102], [-2.277, -1.366, 7.345], [-3.206, -3.401, 6.487], [-3.541, -2.273, 5.053], [-5.446, -2.278, 6.793], [-4.580, -0.726, 6.584], [-5.626, -0.404, 8.758], [-4.646, -1.015, 10.100], [-5.857, -2.108, 9.351], [-0.022, 15.516, 5.891], [-0.547, 15.077, 4.659], [-0.083, 15.814, 3.460], [-0.608, 15.030, 2.262], [0.287, 14.468, 1.323], [1.176, 13.491, 2.027], [0.547, 12.221, 2.641], [0.407, 11.110, 1.826], [-0.067, 9.950, 2.505], [1.030, 15.240, 5.818], [-0.492, 15.047, 6.755], [-0.067, 16.591, 6.068], [0.999, 15.931, 3.417], [-0.554, 16.797, 3.492], [-1.325, 15.716, 1.811], [-1.300, 14.222, 2.498], [-0.272, 13.910, 0.693], [1.749, 13.915, 2.852], [1.965, 13.121, 1.372], [-0.475, 12.468, 2.927], [0.931, 11.961, 3.627], [-0.950, 10.243, 3.073], [0.623, 9.574, 3.261], [-0.285, 9.213, 1.732], [-11.152, -1.109, 2.644], [-11.770, -2.348, 2.222], [-11.606, -2.919, 0.904], [-10.348, -3.742, 0.700], [-9.069, -3.033, 0.887], [-8.884, -1.907, -0.024], [-7.681, -1.084, 0.231], [-7.909, -0.296, 1.369], [-8.459, 1.042, 1.207], [-11.622, -0.550, 3.453], [-11.297, -0.540, 1.725], [-10.132, -1.362, 2.933], [-11.691, -2.156, 0.131], [-12.544, -3.449, 0.737], [-10.253, -4.195, -0.286], [-10.280, -4.619, 1.344], [-8.914, -2.740, 1.842], [-9.724, -1.218, 0.057], [-8.816, -2.384, -1.001], [-7.465, -0.591, -0.716], [-6.829, -1.716, 0.480], [-9.523, 1.142, 0.995], [-8.024, 1.544, 0.343], [-8.217, 1.591, 2.118], [8.928, -4.545, 6.452], [8.371, -3.195, 6.472], [8.218, -2.556, 5.167], [7.191, -1.478, 5.104], [7.652, -0.352, 5.973], [6.584, 0.638, 6.136], [6.510, 1.483, 4.863], [5.653, 0.976, 3.776], [5.022, 1.962, 2.967], [8.410, -5.140, 5.700], [8.696, -5.017, 7.407], [9.993, -4.585, 6.221], [7.740, -3.291, 4.520], [9.136, -2.187, 4.710], [6.225, -1.899, 5.383], [7.083, -1.209, 4.053], [8.030, -0.764, 6.814], [6.632, 1.384, 6.930], [5.653, 0.082, 6.245], [7.503, 1.861, 4.621], [6.042, 2.385, 5.260], [4.470, 2.673, 3.581], [4.386, 1.560, 2.178], [5.778, 2.607, 2.518], [-0.497, 7.735, -7.974], [0.288, 6.448, -8.352], [1.287, 6.123, -7.246], [0.888, 6.379, -5.856], [1.986, 6.118, -4.948], [-0.848, 5.508, -8.353], [-1.249, 8.051, -8.698], [0.208, 8.567, -7.960], [-0.935, 7.813, -6.979], [0.639, 6.464, -9.384], [2.175, 6.749, -7.333], [1.688, 5.109, -7.266], [2.598, 5.242, -5.164], [1.636, 5.872, -3.945], [2.677, 6.953, -4.827], [-1.405, 5.829, -7.573], [-0.546, 4.576, -8.108], [-2.538, -3.375, -7.092], [-1.139, -3.917, -7.254], [-0.979, -4.646, -8.667], [0.157, -5.514, -8.683], [0.521, -6.092, -9.889], [-0.286, -2.819, -7.025], [-2.542, -2.801, -6.166], [-3.347, -4.104, -7.046], [-2.797, -2.603, -7.817], [-0.876, -4.553, -6.408], [-0.999, -3.857, -9.419], [-1.862, -5.240, -8.905], [0.420, -5.342, -10.674], [-0.089, -6.988, -10.003], [1.587, -6.307, -9.820], [-0.446, -2.348, -6.147], [0.637, -3.169, -6.810]],
  "forces_ev_per_angstrom": [[-0.26, 1.09, 0.50], [-0.38, 1.21, 1.30], [0.74, -1.48, 0.27], [-0.29, -0.09, -0.25], [0.52, 0.32, -0.51], [-0.30, -0.14, 0.27], [-0.54, -0.76, -0.55], [0.10, -0.26, -0.21], [0.10, 0.34, -0.27], [-0.19, -0.49, -0.21], [0.19, 0.13, 0.01], [0.34, 0.10, -0.35], [-0.94, -0.46, 1.33], [0.00, -0.32, -2.53], [-0.96, 0.45, 2.92], [-0.09, 0.36, -0.42], [0.42, -2.03, 0.50], [-0.56, 0.05, -0.81], [0.08, -0.83, 0.02], [0.31, 1.45, -1.72], [-0.84, 0.40, -0.05], [0.34, 0.34, 0.04], [0.15, -0.67, -0.23], [-0.32, 0.30, -0.36], [0.41, 0.41, 0.52], [0.11, -0.49, -0.01], [-0.42, 1.37, -0.41], [0.90, -0.12, -0.17], [-0.03, -0.33, -0.19], [0.74, 0.00, -0.27], [-0.53, 0.40, 0.49], [-0.08, 0.06, 0.16], [0.43, 0.36, 0.07], [0.29, -0.34, 0.20], [0.49, -0.22, 0.57], [0.08, -0.09, 0.37], [-1.27, -0.39, -1.03], [0.40, 0.72, -0.59], [0.06, 0.51, 2.29], [-0.81, 0.64, -1.04], [1.14, -1.11, 0.83], [-1.59, 1.19, 0.66], [0.68, -1.12, 0.44], [0.04, 0.51, -0.11], [0.19, -0.57, 1.27], [0.55, -0.60, 0.03], [-0.07, 0.18, -0.58], [0.22, -0.49, 0.01], [0.33, 0.36, -0.07], [0.34, -0.35, 0.26], [0.12, -0.06, 0.00], [-0.35, 0.66, -0.18], [-0.22, -0.24, -0.09], [-0.37, -0.62, 0.15], [0.32, -0.03, -0.60], [0.31, 0.22, -0.88], [0.10, 0.32, 0.09], [0.18, 0.14, -0.33], [-0.16, -0.02, -0.01], [-0.09, 0.19, -0.52], [0.39, -0.37, -0.69], [-0.80, -0.57, 0.36], [-0.61, 0.20, -0.90], [0.37, 1.01, 2.13], [0.58, -1.18, -0.82], [-1.58, 1.02, 0.65], [1.09, -0.43, 0.31], [0.30, 0.40, -1.34], [0.63, -0.45, -0.09], [0.26, -0.39, 0.23], [0.05, -0.03, 0.42], [-0.35, 0.12, 0.06], [0.39, -0.02, -0.26], [-0.18, 0.09, 0.36], [-0.36, -0.20, 0.20], [-0.30, 1.08, -0.65], [1.24, 0.24, 0.44], [0.22, -0.18, -0.50], [-0.24, -0.69, -0.09], [0.00, -0.16, -0.32], [-0.23, 0.27, 0.22], [-0.17, -0.01, -0.08], [-0.23, -0.06, 0.11], [-0.49, 0.30, 0.24], [1.08, 0.07, -0.57], [-0.26, 0.54, -1.01], [-0.83, -1.34, 1.30], [-2.56, 0.68, 0.35], [2.48, -1.02, 0.20], [0.53, -1.31, -0.23], [-1.89, 0.96, 1.08], [1.03, -1.10, -1.13], [-0.14, 1.10, -0.15], [0.38, 0.10, 0.80], [-0.16, -0.35, -0.41], [-0.22, 0.29, -0.30], [0.15, -0.08, 0.25], [0.16, 0.11, 0.02], [0.32, 0.19, -0.84], [-0.14, 0.14, 1.44], [0.06, 0.07, -0.40], [-0.35, 0.69, -0.09], [-0.08, 0.24, -0.48], [-0.46, 0.46, 0.22], [0.96, -0.09, -0.02], [-0.51, -0.25, -0.10], [0.47, -0.09, -0.19], [-0.02, -0.01, 0.29], [0.04, -1.22, -2.12], [-0.63, -0.83, 1.09], [-0.47, 1.07, 0.45], [1.31, -0.22, 0.51], [0.06, 0.19, 0.08], [-0.82, -1.36, 0.06], [0.22, -0.57, 0.11], [-0.32, 1.92, 0.42], [0.71, -0.64, -0.45], [-0.62, -0.79, 0.08], [0.99, 0.95, 0.20], [0.20, 0.72, -0.24], [0.38, 0.56, -0.02], [0.24, -0.64, 0.23], [-0.63, 0.27, -0.40], [-0.42, 0.13, 0.39], [-0.21, -0.03, 0.12], [-0.30, 0.16, -0.56], [-0.23, 0.38, -0.40], [0.22, 0.84, 0.22], [0.12, -0.06, -0.06], [-0.35, -0.74, 0.37], [0.57, 0.01, 0.02], [-0.04, -0.11, -0.10], [-1.01, 0.98, -0.50], [0.47, 0.11, -0.64], [-0.46, -1.81, -0.10], [0.78, 0.89, 1.55], [-0.41, -0.27, -0.65], [0.06, -1.02, -1.59], [-1.90, 1.24, 0.20], [0.90, -0.35, 0.76], [1.07, 0.93, 0.78], [-0.08, -0.02, -0.24], [0.24, 0.34, 0.09], [0.09, 0.27, 0.18], [0.58, -0.57, -0.38], [0.40, -0.26, 0.38], [-0.33, 0.12, 0.42], [0.19, 0.44, 0.03], [-0.32, 0.16, 0.31], [0.74, -0.54, 0.35], [-0.53, 0.29, 0.17], [0.20, -0.67, -0.85], [-0.57, 0.44, -0.41], [-0.53, -0.17, 0.23], [0.17, -0.47, 0.35], [0.24, -0.09, -0.47], [1.65, 1.83, -0.70], [-3.06, 0.16, 1.95], [1.82, 0.73, 0.99], [0.32, -0.70, -0.25], [-0.40, -0.13, 0.02], [0.06, -0.60, 0.08], [-0.02, -0.55, -0.16], [0.20, 0.28, -0.06], [0.04, -0.88, 0.04], [0.82, 0.28, 0.40], [0.24, 0.25, -0.61], [-0.37, -0.38, -0.37], [-0.10, -0.17, -0.79], [-0.69, 0.35, -0.11], [-0.11, 0.34, -0.38], [-0.44, -0.48, 0.06], [0.04, -0.33, -0.11], [-0.68, 0.36, 0.39], [-0.92, -1.63, -0.40], [0.10, 0.12, 1.36], [-0.24, 1.62, 1.69], [0.04, 0.47, 0.00], [2.61, 1.85, -0.58], [-0.21, -0.21, 0.31], [0.17, -0.13, -0.08], [0.19, -0.22, -0.49], [-0.80, -1.36, -0.39], [0.72, 0.18, -0.28], [-0.36, -0.18, 0.40], [-0.28, -0.31, -0.53], [0.14, -0.15, -0.75], [-0.09, -0.41, -0.02], [-0.93, 0.14, 0.04], [0.55, -0.15, -0.67]]
}